This record from OMol25 describes C27H28N6O3 in the gas phase at a distorted geometry. The level of theory is ωB97M-V/def2-TZVPD.

- Charge: 0
- SMILES string: COc1ccc(Cn2c(CCC(=O)N3CCN(c4ccccn4)CC3)nc3ncccc3c2=O)cc1
- Energy above the lowest of the compared OMol25 structures with the same formula, charge and spin: 7.1 kcal/mol
- HOMO energy: -0.2832 Ha

Structure (XYZ):
```
64
Properties=species:S:1:pos:R:3:forces:R:3:mulliken_charge:R:1
C 5.1225 -1.9709 5.1161 0.0672 0.0637 0.2114 -0.87
H 4.6132 -2.5502 5.8932 0.0085 0.0337 -0.0291 0.35
O 4.6753 -2.3250 3.8305 -0.1460 -0.0688 -0.2944 -0.45
C 3.3618 -2.1480 3.5248 -0.1225 -0.0215 -0.1153 0.87
C 2.4050 -1.6230 4.3861 0.3479 -0.0243 0.1618 -0.47
C 1.0949 -1.4837 3.9593 -0.1293 -0.1008 -0.2680 -0.81
C 0.7091 -1.8648 2.6841 -0.0210 0.0618 0.1132 0.63
C 1.6696 -2.3969 1.8286 -0.0102 0.0091 0.1535 -0.39
C 2.9773 -2.5333 2.2388 0.1603 -0.0037 0.1576 -0.73
H 3.7269 -2.9378 1.5782 0.1009 -0.0509 -0.0916 0.43
H 1.3931 -2.7034 0.8308 -0.0026 -0.0148 -0.1391 0.35
C -0.7238 -1.7261 2.2422 -0.1050 -0.2736 0.3804 -1.50
N -0.8456 -1.3441 0.8433 -0.1836 -0.3678 -0.0253 0.36
C -0.3785 -0.1543 0.3658 -0.0871 0.3507 -0.3525 -0.14
N -0.4325 0.1924 -0.8712 0.0185 0.2072 0.1876 1.00
C -0.9217 -0.6681 -1.7967 -0.3158 -0.9627 0.2868 0.19
N -0.8670 -0.2836 -3.0744 0.2860 0.2236 -0.1096 -0.33
C -1.3464 -1.0994 -3.9834 -0.0484 -0.1077 -0.0968 -0.51
C -1.9231 -2.3401 -3.7043 -0.0828 -0.1412 0.1556 -0.81
C -1.9793 -2.7530 -2.3911 0.0423 0.1017 0.0232 -0.47
C -1.4636 -1.9080 -1.4076 0.1448 0.3642 -0.4312 0.03
C -1.4577 -2.2801 -0.0029 -0.1079 -0.0456 0.0527 0.31
O -1.9254 -3.3107 0.4417 -0.0498 -0.1744 -0.1160 -0.74
H -2.4000 -3.7043 -2.0991 -0.0295 -0.0595 0.0082 0.53
H -2.3062 -2.9561 -4.5025 -0.0174 -0.0400 -0.0722 0.43
H -1.2719 -0.7472 -5.0050 -0.0322 -0.0576 -0.1298 0.45
C 0.2508 0.8591 1.2771 0.1155 0.0444 0.1809 -0.42
H 0.1913 0.5768 2.3246 -0.0383 0.0842 -0.0080 0.68
H -0.3036 1.7864 1.1208 -0.0696 -0.0669 0.0584 0.29
C 1.7266 1.0612 0.8882 -0.0003 -0.1904 -0.1202 -1.07
C 1.8430 1.2865 -0.6152 0.5970 0.1242 0.3703 0.37
O 2.3004 0.4227 -1.3393 0.1209 -0.2479 -0.0695 -0.69
N 1.3917 2.4618 -1.1141 -0.0754 0.3252 -0.2486 0.27
C 1.1661 3.6949 -0.4059 -0.0526 0.1478 0.0634 -0.67
H 1.7813 4.4678 -0.8878 -0.0031 -0.0359 0.1514 0.45
C -0.3214 4.1116 -0.4681 0.0023 0.1866 0.1977 -0.95
N -0.9784 3.4751 -1.5874 0.2038 0.2461 0.0559 0.03
C -1.9642 2.5572 -1.3518 -0.5992 -0.0690 0.1916 1.08
N -2.3223 2.3808 -0.0751 0.0884 0.2285 -0.1550 -0.41
C -3.2908 1.5268 0.2096 -0.1964 -0.1734 0.0138 -0.56
C -3.9859 0.8041 -0.7376 -0.0385 -0.1181 0.0173 -0.70
C -3.6542 1.0203 -2.0720 0.0760 0.1687 0.0951 -0.34
C -2.6468 1.9000 -2.3911 -0.1503 0.0636 0.0002 -0.48
H -2.3872 2.0660 -3.4221 0.0500 0.0136 -0.0713 0.16
H -4.1829 0.4962 -2.8562 -0.0095 -0.0276 -0.0731 0.41
H -4.7597 0.1086 -0.4545 -0.0751 -0.0426 0.0557 0.43
H -3.5111 1.4254 1.2663 -0.1130 -0.0764 0.0603 0.47
C -0.1288 3.4522 -2.7532 0.1320 -0.0877 -0.0678 -0.77
H -0.6780 3.1239 -3.6318 0.0514 0.0760 -0.0377 0.35
C 1.0813 2.5222 -2.5302 0.0568 -0.2181 -0.1528 -0.66
H 1.9445 2.8759 -3.1079 -0.0440 -0.0379 -0.0470 0.48
H 0.8373 1.5033 -2.8391 0.0633 0.1978 -0.0455 0.26
H 0.2050 4.4816 -2.9262 -0.0696 -0.0684 -0.0752 0.35
H -0.8613 3.8265 0.4338 0.1810 0.1439 -0.1052 0.50
H -0.3909 5.2001 -0.5896 0.0405 -0.0484 0.0732 0.36
H 1.4916 3.6131 0.6285 0.0320 0.0388 -0.0421 0.28
H 2.2882 0.1527 1.1147 0.0306 0.1437 -0.0630 0.17
H 2.1543 1.8784 1.4683 -0.0163 0.0036 0.0211 0.37
H -1.2640 -1.0127 2.8716 0.0655 -0.0627 -0.0422 0.30
H -1.2291 -2.6976 2.3191 0.0528 0.3483 0.0113 0.56
H 0.3628 -1.0740 4.6414 -0.0803 0.0731 0.0572 0.40
H 2.6630 -1.3174 5.3876 0.0704 0.0222 0.0805 0.42
H 4.9854 -0.9020 5.3101 -0.0090 -0.0453 -0.0016 0.34
H 6.1857 -2.2049 5.1328 -0.0752 0.0354 0.0494 0.24
```
Positions in Å, forces in eV/Å.